Entry 1:
{"formula": "C15H17Cl2NO4", "method": "ωB97M-V/def2-TZVPD", "total_energy_ha": -1857.92886, "homo_ev": -9.32, "orbital_gap_ev": 10.020, "smiles": "O=C(COC(=O)Cc1c(Cl)cccc1Cl)NC[C@@H]1CCCO1", "species": ["O", "C", "C", "O", "C", "O", "C", "C", "C", "Cl", "C", "C", "C", "C", "Cl", "N", "C", "C", "C", "C", "C", "O", "H", "H", "H", "H", "H", "H", "H", "H", "H", "H", "H", "H", "H", "H", "H", "H", "H"], "positions_angstrom": [[0.862, 0.861, 2.463], [0.601, 0.184, 1.492], [-0.609, -0.767, 1.468], [-1.631, -0.326, 0.579], [-1.545, -0.672, -0.702], [-0.626, -1.283, -1.184], [-2.738, -0.166, -1.492], [-3.962, -0.024, -0.640], [-4.573, 1.202, -0.390], [-3.929, 2.649, -1.079], [-5.701, 1.304, 0.410], [-6.239, 0.166, 0.982], [-5.653, -1.068, 0.762], [-4.528, -1.149, -0.039], [-3.786, -2.688, -0.296], [1.296, 0.200, 0.343], [2.518, 0.955, 0.204], [3.750, 0.050, 0.373], [5.066, 0.846, 0.285], [5.915, 0.020, -0.682], [4.836, -0.635, -1.543], [3.787, -0.939, -0.647], [-1.065, -0.779, 2.459], [-0.279, -1.772, 1.180], [-2.911, -0.864, -2.315], [-2.460, 0.801, -1.918], [-6.147, 2.270, 0.582], [-7.115, 0.242, 1.606], [-6.060, -1.962, 1.208], [1.095, -0.485, -0.376], [2.536, 1.419, -0.786], [2.521, 1.724, 0.979], [3.655, -0.481, 1.328], [5.533, 0.963, 1.260], [4.873, 1.836, -0.129], [6.607, 0.622, -1.264], [6.472, -0.746, -0.143], [5.149, -1.567, -2.014], [4.488, 0.061, -2.321]]}

=====

Entry 2:
{"formula": "C15H17Cl2NO6S", "method": "ωB97M-V/def2-TZVPD", "total_energy_ha": -2406.57535, "homo_ev": -9.75, "orbital_gap_ev": 9.570, "smiles": "CC(C)CNS(=O)(=O)c1cc(C(=O)O[C@@H]2CCOC2=O)c(Cl)cc1Cl", "species": ["C", "C", "C", "C", "N", "S", "O", "O", "C", "C", "C", "C", "O", "O", "C", "C", "C", "O", "C", "O", "C", "Cl", "C", "C", "Cl", "H", "H", "H", "H", "H", "H", "H", "H", "H", "H", "H", "H", "H", "H", "H", "H", "H"], "positions_angstrom": [[0.474, -2.441, -5.315], [1.488, -2.474, -4.174], [2.591, -3.489, -4.469], [0.766, -2.806, -2.861], [1.617, -2.816, -1.691], [2.067, -1.356, -1.038], [1.912, -0.285, -1.978], [3.334, -1.540, -0.401], [0.792, -1.137, 0.212], [-0.007, -0.018, 0.162], [-1.010, 0.194, 1.107], [-1.865, 1.409, 1.018], [-2.988, 1.508, 1.432], [-1.218, 2.391, 0.369], [-1.870, 3.642, 0.274], [-1.547, 4.368, -1.026], [-1.496, 5.832, -0.574], [-1.147, 5.815, 0.805], [-1.331, 4.613, 1.351], [-1.101, 4.344, 2.488], [-1.185, -0.759, 2.120], [-2.377, -0.558, 3.324], [-0.369, -1.883, 2.180], [0.618, -2.072, 1.224], [1.624, -3.442, 1.281], [0.963, -2.170, -6.247], [-0.307, -1.712, -5.113], [0.012, -3.418, -5.441], [1.936, -1.483, -4.062], [3.377, -3.446, -3.718], [3.044, -3.276, -5.435], [2.185, -4.499, -4.496], [0.286, -3.787, -2.932], [-0.003, -2.055, -2.666], [2.396, -3.453, -1.749], [0.160, 0.691, -0.633], [-2.948, 3.501, 0.441], [-2.285, 4.205, -1.807], [-0.570, 4.033, -1.377], [-0.744, 6.423, -1.099], [-2.472, 6.319, -0.676], [-0.505, -2.604, 2.970]]}

=====

Entry 3:
{"formula": "C15H17Cl3CrGeN4O3S2", "method": "ωB97M-V/def2-TZVPD", "multiplicity": 2, "total_energy_ha": -6324.83284, "homo_ev": [-11.73, -11.65], "orbital_gap_ev": [7.160, 7.364], "charge": 1, "species": ["Cr", "C", "C", "N", "N", "C", "N", "S", "C", "C", "C", "C", "C", "N", "H", "H", "H", "H", "H", "H", "H", "H", "H", "H", "Cl", "Ge", "Cl", "Cl", "C", "C", "C", "C", "C", "C", "C", "S", "O", "O", "O", "H", "H", "H", "H", "H", "H", "H"], "positions_angstrom": [[0.086, -0.137, -0.361], [1.257, -1.584, 3.478], [0.873, -1.395, 2.048], [0.593, -0.252, 1.543], [0.592, 0.871, 2.320], [0.262, 2.046, 1.744], [0.321, 3.127, 2.503], [-0.243, 2.154, 0.123], [0.755, -2.483, 1.072], [0.908, -3.819, 1.375], [0.696, -4.763, 0.384], [0.345, -4.351, -0.889], [0.229, -2.998, -1.139], [0.432, -2.088, -0.179], [2.034, -0.874, 3.769], [1.662, -2.576, 3.655], [0.390, -1.453, 4.130], [0.998, 0.832, 3.243], [0.688, 3.115, 3.442], [0.170, 4.022, 2.066], [1.183, -4.124, 2.374], [0.798, -5.817, 0.607], [0.168, -5.061, -1.684], [-0.026, -2.617, -2.119], [3.412, 1.491, 0.748], [2.384, 0.490, -0.915], [2.802, 1.723, -2.609], [3.558, -1.334, -1.165], [-5.342, 4.789, -2.056], [-4.520, 3.532, -1.958], [-3.543, 3.236, -2.902], [-2.797, 2.071, -2.819], [-3.038, 1.200, -1.769], [-4.003, 1.470, -0.803], [-4.736, 2.637, -0.908], [-2.135, -0.292, -1.661], [-2.788, -1.355, -2.345], [-1.889, -0.549, -0.193], [-0.741, 0.003, -2.163], [-5.043, 5.399, -2.907], [-5.240, 5.389, -1.151], [-6.399, 4.545, -2.166], [-3.361, 3.925, -3.717], [-2.034, 1.846, -3.554], [-4.168, 0.777, 0.012], [-5.490, 2.862, -0.163]]}

=====

Entry 4:
{"formula": "C15H17Cl3MgN2O2", "method": "ωB97M-V/def2-TZVPD", "total_energy_ha": -2422.53255, "homo_ev": -7.62, "orbital_gap_ev": 6.744, "species": ["C", "C", "H", "H", "H", "H", "H", "H", "C", "C", "C", "C", "H", "H", "H", "H", "N", "C", "C", "N", "C", "C", "C", "H", "H", "C", "H", "H", "Mg", "C", "H", "H", "H", "Cl", "C", "Cl", "Cl", "C", "O", "O"], "positions_angstrom": [[4.991, 0.530, 1.356], [4.906, -0.733, 2.227], [5.410, 0.293, 0.370], [5.682, 1.247, 1.825], [4.030, 1.030, 1.218], [4.148, -1.438, 1.886], [5.877, -1.246, 2.208], [4.705, -0.481, 3.273], [-0.597, 1.236, -2.589], [-1.188, 1.357, -3.848], [-2.168, 0.438, -4.224], [-2.510, -0.575, -3.332], [0.129, 1.972, -2.228], [-0.872, 2.168, -4.504], [-2.654, 0.500, -5.190], [-3.271, -1.323, -3.565], [-0.877, 0.224, -1.751], [-1.849, -0.664, -2.093], [-2.135, -1.703, -1.085], [-1.381, -1.655, 0.033], [-1.618, -2.532, 1.017], [-3.345, -3.625, -0.256], [-2.583, -3.548, 0.910], [-1.020, -2.427, 1.920], [-2.712, -4.246, 1.735], [-3.127, -2.692, -1.265], [-3.681, -2.693, -2.194], [-4.100, -4.399, -0.387], [-0.064, 0.171, 0.317], [1.081, -0.551, 1.920], [1.464, -1.567, 1.764], [0.405, -0.543, 2.797], [1.900, 0.165, 2.071], [-3.475, 2.732, 2.952], [-2.048, 3.239, 2.006], [-2.505, 4.518, 0.848], [-0.771, 3.838, 3.086], [-1.445, 1.974, 1.239], [-1.906, 0.815, 1.412], [-0.426, 2.221, 0.501]]}

=====

Entry 5:
{"formula": "C15H17ClN4O3S2", "method": "ωB97M-V/def2-TZVPD", "total_energy_ha": -2283.10750, "homo_ev": -9.37, "orbital_gap_ev": 9.050, "smiles": "CC1CCN(S(=O)(=O)c2nnc(NC(=O)c3cccc(Cl)c3)s2)CC1", "species": ["C", "C", "C", "C", "N", "S", "O", "O", "C", "N", "N", "C", "N", "C", "O", "C", "C", "C", "C", "C", "Cl", "C", "S", "C", "C", "H", "H", "H", "H", "H", "H", "H", "H", "H", "H", "H", "H", "H", "H", "H", "H", "H"], "positions_angstrom": [[0.224, 4.756, 3.708], [0.171, 3.259, 3.998], [-1.194, 2.674, 3.628], [-1.214, 1.172, 3.901], [-0.154, 0.544, 3.144], [-0.270, -1.074, 2.836], [0.640, -1.854, 3.621], [-1.651, -1.447, 2.805], [0.299, -1.111, 1.143], [1.402, -0.603, 0.715], [1.587, -0.747, -0.588], [0.609, -1.379, -1.163], [0.583, -1.650, -2.499], [-0.481, -2.304, -3.076], [-1.433, -2.644, -2.408], [-0.382, -2.532, -4.538], [-1.572, -2.692, -5.245], [-1.548, -2.912, -6.609], [-0.340, -2.989, -7.282], [0.844, -2.851, -6.572], [2.355, -2.969, -7.400], [0.837, -2.621, -5.206], [-0.681, -1.858, -0.084], [1.171, 1.009, 3.492], [1.258, 2.509, 3.224], [-0.544, 5.282, 4.269], [0.065, 4.944, 2.648], [1.193, 5.165, 3.986], [0.337, 3.103, 5.070], [-1.984, 3.156, 4.206], [-1.385, 2.847, 2.568], [-2.150, 0.716, 3.578], [-1.085, 0.986, 4.977], [1.363, -1.311, -3.044], [-2.504, -2.637, -4.704], [-2.471, -3.028, -7.154], [-0.311, -3.164, -8.346], [1.778, -2.552, -4.683], [1.878, 0.459, 2.870], [1.387, 0.795, 4.548], [2.246, 2.869, 3.512], [1.126, 2.682, 2.155]]}

=====

Entry 6:
{"formula": "C15H17F3N2O3", "method": "ωB97M-V/def2-TZVPD", "total_energy_ha": -1216.08223, "homo_ev": -8.71, "orbital_gap_ev": 9.107, "species": ["C", "C", "C", "N", "C", "N", "C", "O", "C", "C", "C", "C", "C", "C", "H", "H", "H", "H", "H", "H", "C", "O", "O", "C", "C", "H", "H", "H", "H", "H", "C", "F", "F", "F", "H", "H", "H", "H", "H", "H"], "positions_angstrom": [[-1.395, -0.519, -2.408], [-0.186, 0.190, -2.522], [1.161, -0.200, -2.091], [1.798, 0.753, -1.434], [1.403, 0.892, -0.187], [-0.099, 1.096, 0.200], [-0.854, -0.022, 0.737], [-0.237, -0.925, 0.715], [-2.281, 0.334, 0.577], [-3.005, -0.863, 0.584], [-4.477, -0.493, 0.694], [-5.092, 0.654, 0.751], [-4.158, 1.497, 0.845], [-2.784, 1.649, 0.903], [-2.198, 2.423, 0.855], [-4.696, 2.618, 1.241], [-6.025, 0.496, 0.972], [-5.082, -1.622, 0.688], [-2.475, -1.676, 0.404], [-0.533, 2.034, -0.135], [1.875, 0.064, 0.948], [1.723, 0.376, 2.372], [2.593, -0.797, 0.523], [3.054, -1.859, 1.530], [3.941, -2.716, 0.303], [4.858, -2.351, 0.057], [3.339, -3.532, -0.226], [4.370, -3.499, 1.167], [3.636, -1.449, 2.239], [2.300, -2.439, 1.910], [2.010, 2.556, 0.240], [1.603, 2.905, 1.348], [1.657, 3.402, -0.597], [3.314, 2.275, 0.244], [2.707, 0.546, -1.451], [1.628, -0.365, -2.910], [0.921, -1.172, -1.602], [-0.340, 1.233, -2.630], [-2.405, -0.091, -2.830], [-1.568, -1.402, -2.025]]}

=====

Entry 7:
{"formula": "C15H17N3O2S", "method": "ωB97M-V/def2-TZVPD", "total_energy_ha": -1294.72865, "homo_ev": -8.21, "orbital_gap_ev": 8.757, "smiles": "Cc1ccc(-c2nnc(SCC(=O)N3CCCC3)o2)cc1", "species": ["C", "C", "C", "C", "C", "C", "N", "N", "C", "S", "C", "C", "O", "N", "C", "C", "C", "C", "O", "C", "C", "H", "H", "H", "H", "H", "H", "H", "H", "H", "H", "H", "H", "H", "H", "H", "H", "H"], "positions_angstrom": [[1.356, -6.159, 3.951], [1.272, -4.805, 3.320], [0.042, -4.202, 3.083], [-0.036, -2.961, 2.482], [1.130, -2.298, 2.105], [1.072, -1.005, 1.472], [2.072, -0.275, 1.078], [1.574, 0.848, 0.540], [0.282, 0.753, 0.624], [-0.904, 1.904, 0.135], [0.129, 2.925, -0.979], [-0.055, 2.462, -2.419], [0.807, 1.833, -3.000], [-1.227, 2.779, -2.995], [-2.343, 3.488, -2.397], [-3.381, 3.568, -3.519], [-3.070, 2.337, -4.367], [-1.547, 2.298, -4.329], [-0.118, -0.393, 1.207], [2.370, -2.894, 2.339], [2.431, -4.133, 2.940], [0.428, -6.413, 4.459], [2.174, -6.201, 4.667], [1.543, -6.913, 3.186], [-0.866, -4.711, 3.373], [-0.996, -2.500, 2.301], [-0.173, 3.960, -0.832], [1.162, 2.767, -0.674], [-2.041, 4.481, -2.052], [-2.733, 2.929, -1.539], [-4.398, 3.573, -3.133], [-3.226, 4.473, -4.108], [-3.458, 2.413, -5.380], [-3.481, 1.443, -3.898], [-1.121, 1.303, -4.470], [-1.112, 2.967, -5.079], [3.262, -2.367, 2.042], [3.392, -4.593, 3.121]]}

=====

Entry 8:
{"formula": "C15H17N3O4", "method": "ωB97M-V/def2-TZVPD", "total_energy_ha": -1046.88078, "homo_ev": -8.64, "orbital_gap_ev": 7.398, "smiles": "CO[C@@H]1C(=O)N=NC=C1N1Cc2cccc(OCCO)c2C1", "species": ["C", "O", "C", "C", "O", "N", "N", "C", "C", "N", "C", "C", "C", "C", "C", "C", "O", "C", "C", "O", "C", "C", "H", "H", "H", "H", "H", "H", "H", "H", "H", "H", "H", "H", "H", "H", "H", "H", "H"], "positions_angstrom": [[3.143, 0.782, -1.994], [3.063, 0.148, -0.731], [2.885, -1.325, -0.671], [4.080, -2.151, -1.161], [5.182, -1.985, -0.669], [4.022, -3.014, -2.218], [2.895, -3.271, -2.838], [1.686, -2.688, -2.423], [1.637, -1.762, -1.372], [0.371, -1.279, -0.923], [-0.958, -1.686, -1.438], [-1.929, -0.974, -0.557], [-3.326, -0.920, -0.552], [-3.953, -0.101, 0.391], [-3.247, 0.629, 1.370], [-1.816, 0.574, 1.363], [-1.007, 1.203, 2.292], [-1.518, 2.138, 3.220], [-1.667, 3.490, 2.561], [-0.444, 4.097, 2.185], [-1.228, -0.226, 0.396], [0.271, -0.379, 0.284], [2.130, 0.806, -2.437], [3.791, 0.265, -2.713], [3.526, 1.795, -1.924], [2.787, -1.582, 0.373], [0.711, -2.988, -2.872], [-1.127, -1.421, -2.506], [-1.047, -2.752, -1.337], [-3.874, -1.533, -1.291], [-5.044, -0.077, 0.354], [-3.768, 1.197, 2.113], [-2.451, 1.841, 3.687], [-0.735, 2.247, 3.968], [-2.171, 4.183, 3.262], [-2.330, 3.385, 1.695], [0.108, 3.452, 1.724], [0.660, -0.738, 1.244], [0.693, 0.620, 0.147]]}